No. 1
{
  "formula": "C4H5FN2O",
  "method": "the ωB97M-V functional and the def2-TZVPD basis",
  "species": ["C", "C", "C", "C", "H", "H", "H", "H", "H", "N", "N", "O", "F"],
  "xyz": [[-0.1572, -1.0812, 0.0184], [1.0986, -0.7515, -0.1513], [1.2113, 0.6992, -0.1752], [-0.0470, 1.1605, -0.0980], [-2.7049, -0.0314, -1.1410], [-2.5084, 0.9530, 0.4546], [-0.6019, -2.0028, 0.3372], [2.9927, -1.0583, 1.0158], [-0.6811, 2.1544, -0.1981], [-2.2578, -0.1177, -0.0450], [-0.8518, 0.0935, 0.1761], [2.2132, -1.5568, -0.1912], [2.2942, 1.5390, -0.0024]],
  "forces_ev_per_angstrom": [[-1.62, -0.39, 1.39], [5.14, 0.94, -0.18], [0.23, 0.85, 0.14], [-3.34, 3.10, 0.08], [2.42, 0.02, 3.35], [-0.50, -4.00, -1.97], [-0.08, -0.24, -0.37], [-2.60, -1.90, -4.31], [2.25, -1.85, 0.31], [-2.14, 5.97, -0.01], [-1.18, -2.84, -2.19], [2.07, 1.93, 4.40], [-0.66, -1.56, -0.64]],
  "mulliken_charge": [-0.58, 0.25, 0.51, -0.37, 0.28, 0.30, 0.45, 0.34, 0.22, -0.76, 0.26, -0.62, -0.29],
  "energy_ev": -11967.452,
  "orbital_gap_ha": 0.2946,
  "spin_multiplicity": 1
}

No. 2
{
  "formula": "C4H5FN2O",
  "method": "the ωB97M-V functional and the def2-TZVPD basis",
  "species": ["C", "N", "C", "C", "O", "C", "F", "N", "H", "H", "H", "H", "H"],
  "xyz": [[-1.3767, 0.4351, 1.5609], [-0.3337, 0.1211, 0.6622], [-0.4740, 0.0016, -0.7134], [0.7894, -0.2986, -1.2004], [0.7958, -0.7974, -2.4515], [1.5726, -0.1788, -0.0620], [2.8686, -0.3158, -0.1304], [0.9440, 0.1288, 0.9891], [-1.6930, -0.4985, 2.2136], [-1.1726, 1.3280, 2.2838], [-2.2803, 0.5602, 0.9055], [-1.4750, -0.0490, -1.1689], [1.8349, -0.4367, -2.8884]],
  "forces_ev_per_angstrom": [[-2.18, -0.63, 2.20], [-0.23, 0.93, -2.16], [-0.42, -0.64, 1.55], [-4.08, 0.36, 0.38], [6.72, 1.70, -2.84], [1.27, -0.57, -2.63], [1.72, -0.08, 0.52], [-0.28, 0.04, 2.94], [0.97, 1.76, -1.01], [-0.32, -1.56, -1.62], [0.75, 0.49, 0.88], [0.83, 0.07, 0.17], [-4.76, -1.86, 1.62]],
  "mulliken_charge": [-0.69, 0.72, -0.36, 0.34, -0.60, 0.35, -0.29, -0.93, 0.25, 0.27, 0.25, 0.30, 0.39],
  "energy_ev": -11971.529,
  "orbital_gap_ha": 0.3361,
  "spin_multiplicity": 1
}

No. 3
{
  "formula": "C4H5FO",
  "method": "the ωB97M-V functional and the def2-TZVPD basis",
  "species": ["F", "C", "C", "C", "O", "C", "H", "H", "H", "H", "H"],
  "xyz": [[2.4908, -0.0382, -0.0531], [1.0930, 0.1272, -0.3105], [0.2802, -0.9173, -0.0182], [-1.1170, -0.6798, -0.0525], [-1.1737, 0.7343, -0.1742], [0.2452, 1.2892, 0.0992], [0.6427, -1.8371, 0.3158], [-1.5847, -1.0110, 0.8459], [-1.3669, -1.3860, -0.8912], [0.2660, 1.6821, 1.0904], [0.2244, 2.0367, -0.8517]],
  "forces_ev_per_angstrom": [[-2.39, 0.95, -0.75], [0.16, -2.71, 3.58], [3.50, 0.27, -0.44], [0.34, 0.15, -0.70], [1.05, 0.48, 0.11], [-2.42, 1.80, -6.11], [0.79, -1.60, -0.04], [-0.71, -0.39, 0.75], [-1.21, 1.34, 0.08], [0.52, 0.35, 0.51], [0.38, -0.63, 3.01]],
  "mulliken_charge": [-0.29, 0.21, -0.49, -0.32, -0.38, -0.22, 0.48, 0.29, 0.24, 0.29, 0.19],
  "energy_ev": -8990.548,
  "orbital_gap_ha": 0.3684,
  "spin_multiplicity": 1
}

No. 4
{
  "formula": "C4H5FO2",
  "method": "the ωB97M-V functional and the def2-TZVPD basis",
  "species": ["C", "C", "O", "O", "C", "C", "F", "H", "H", "H", "H", "H"],
  "xyz": [[1.7216, 0.3528, -1.3270], [0.4402, -0.0929, -0.6986], [-0.3932, -0.8131, -1.1797], [0.3172, 0.4561, 0.5548], [-0.7780, 0.2120, 1.3569], [-1.8528, -0.5388, 1.1134], [-2.7852, -0.6086, 2.0862], [2.5590, 0.0584, -0.7172], [1.7606, 1.4270, -1.3763], [1.7966, -0.0791, -2.3136], [-0.6823, 0.7082, 2.2846], [-2.1037, -1.0818, 0.2165]],
  "forces_ev_per_angstrom": [[-0.24, -0.23, -0.05], [-0.55, 0.02, 0.52], [0.41, 0.25, 0.07], [0.10, -0.17, -0.46], [-0.54, -0.84, -0.87], [0.45, 0.37, -0.16], [0.00, -0.01, 0.04], [0.31, -0.27, 0.25], [-0.12, 0.48, -0.10], [0.06, -0.05, -0.18], [0.11, 0.44, 0.79], [0.02, 0.00, 0.16]],
  "mulliken_charge": [-1.09, 0.84, -0.54, -0.30, -0.37, 0.01, -0.25, 0.30, 0.30, 0.34, 0.34, 0.42],
  "energy_ev": -11040.678,
  "orbital_gap_ha": 0.3790,
  "spin_multiplicity": 1
}

Listing energy relative to the best compared isomer or geometry (same formula, charge and spin) for the structures above in their given order: 152.0, 58.0, 57.2, 18.6 kcal per mole.